(1)
Here is C8H12 in the gas phase at a distorted geometry from the OMol25 dataset. Energies are from ωB97M-V with the def2-TZVPD basis set.

```
20
C8H12 ωB97M-V with the def2-TZVPD basis set
C 0.077 1.253 -0.806
C 0.384 -0.164 -0.671
C 1.156 -0.660 -1.872
C -0.478 -1.138 0.171
C -1.694 -0.524 0.873
C -1.002 0.493 1.849
C 0.364 0.467 1.741
C 0.769 -0.557 0.778
H 0.957 1.920 -0.862
H -0.558 1.570 -1.749
H -0.329 1.548 0.077
H 1.441 -1.726 -2.077
H 2.235 -0.214 -1.846
H 0.604 -0.328 -2.708
H -0.405 -2.229 -0.063
H -2.383 -1.213 1.482
H -2.243 -0.028 0.090
H -1.548 1.361 2.293
H 0.999 1.195 2.295
H 1.654 -1.027 1.004
```

Output
E_tot (eV): -8487.975
Kohn-Sham gap (eV): 9.48
Molecular weight (g/mol): 108.184
SMILES: CC1(C)[C@@H]2CC=C[C@@H]21
LUMO (eV): 1.065



(2)
Here is a molecular structure, C8H12BF4KO6 at a distorted geometry from the OMol25 dataset. Energies are from ωB97M-V with the def2-TZVPD basis set.

```
32
C8H12BF4KO6 ωB97M-V with the def2-TZVPD basis set
K -2.898 -1.080 -0.691
B -3.952 -0.177 -3.652
F -2.719 -0.151 -4.336
F -4.948 0.275 -4.537
F -4.206 -1.509 -3.265
F -3.919 0.616 -2.495
C 4.207 -2.096 -1.844
C 2.955 -1.270 -2.162
C 2.291 -1.744 -3.464
O 0.943 -2.040 -3.100
C 0.766 -1.716 -1.820
O -0.292 -1.721 -1.269
O 1.961 -1.641 -1.188
H 4.045 -3.159 -1.683
H 4.583 -1.765 -0.870
H 4.979 -1.909 -2.590
H 3.059 -0.190 -2.059
H 2.793 -2.623 -3.871
H 2.398 -1.009 -4.265
C 0.237 3.080 4.156
C -0.595 1.807 4.243
C -2.095 1.885 4.126
O -2.430 0.797 3.274
C -1.352 0.523 2.495
O -1.389 -0.135 1.504
O -0.254 1.049 3.045
H 1.267 2.766 4.033
H 0.086 3.672 5.062
H -0.156 3.726 3.373
H -0.364 1.134 5.073
H -2.442 2.820 3.675
H -2.560 1.782 5.104
```

Output
E_tot (eV): -48655.340
Kohn-Sham gap (eV): 10.57
Molecular weight (g/mol): 330.080
LUMO (eV): 0.005



(3)
Here is 2 unconnected molecules or ions with the total composition C8H12BrN2S at a distorted geometry from the OMol25 dataset. Energies are from ωB97M-V with the def2-TZVPD basis set.

```
24
C8H12BrN2S ωB97M-V with the def2-TZVPD basis set
C -2.900 -2.597 0.232
C -1.685 -2.073 0.506
C -2.712 -0.187 0.249
C 1.817 -1.051 -1.396
C 1.162 0.206 -2.052
C 1.458 0.287 -0.820
C 0.696 2.352 0.093
C 1.111 0.617 1.483
N -1.586 -0.760 0.547
N 1.690 1.230 0.272
S -3.993 -1.305 -0.141
Br -3.004 1.630 -0.052
H -3.292 -3.545 0.046
H 1.304 -1.862 -1.080
H 2.901 -1.348 -1.755
H 0.694 0.413 -2.976
H -0.687 -2.483 0.718
H 0.683 2.969 -0.723
H -0.392 2.008 0.110
H 0.942 2.961 0.869
H 0.806 1.307 2.265
H 0.270 -0.138 1.260
H 1.983 -0.018 1.930
H 2.734 1.388 0.414
```

Output
Charge: +1
E_tot (eV): -92336.886
Kohn-Sham gap (eV): 9.19
Molecular weight (g/mol): 248.169
LUMO (eV): -3.049



(4)
Here is a molecular structure, C8H12Cl6F6NaO6S2 at a distorted geometry from the OMol25 dataset. Energies are from ωB97M-V with the def2-TZVPD basis set.

```
41
C8H12Cl6F6NaO6S2 ωB97M-V with the def2-TZVPD basis set
Na -0.038 10.083 -8.874
C 1.399 5.380 -8.103
F 1.866 4.265 -8.688
F 0.168 5.124 -7.710
F 2.216 5.756 -7.102
S 1.330 6.706 -9.468
O 2.604 6.880 -10.094
O 0.436 6.138 -10.477
O 0.794 7.909 -8.782
C -2.115 9.300 -13.471
F -3.318 9.658 -13.034
F -2.241 8.400 -14.450
F -1.445 10.305 -13.904
S -1.082 8.366 -12.052
O -1.715 7.071 -11.791
O 0.200 7.882 -12.567
O -0.983 9.349 -10.941
Cl -4.003 8.347 -10.289
C -4.052 7.698 -8.614
C -2.786 7.880 -7.893
Cl -2.512 9.600 -7.772
H -4.238 6.624 -8.613
H -4.876 8.138 -8.051
H -1.978 7.418 -8.461
H -2.691 7.449 -6.896
Cl -0.640 12.653 -8.477
C -2.196 13.476 -8.698
C -2.651 13.464 -10.132
Cl -3.128 11.805 -10.667
H -1.981 14.520 -8.469
H -2.961 13.035 -8.059
H -1.945 13.761 -10.908
H -3.540 14.048 -10.366
Cl 2.670 10.642 -9.049
C 4.178 9.656 -8.663
C 5.354 10.513 -8.203
Cl 5.066 11.351 -6.647
H 4.395 9.024 -9.524
H 3.827 8.964 -7.899
H 5.678 11.262 -8.925
H 6.218 9.877 -8.009
```

Output
Charge: -1
E_tot (eV): -138305.361
Kohn-Sham gap (eV): 6.52
Molecular weight (g/mol): 618.008
LUMO (eV): 1.667



(5)
Here is 2 unconnected molecules or ions with the total composition C8H12ClO2S at a distorted geometry from the OMol25 dataset. Energies are from ωB97M-V with the def2-TZVPD basis set.

```
24
C8H12ClO2S ωB97M-V with the def2-TZVPD basis set
C 0.638 -1.377 -3.100
C -0.253 -0.393 -3.055
S -1.823 0.620 -2.956
Cl -1.775 1.890 -4.637
C -3.285 -0.493 -3.127
C -4.094 -1.532 -3.199
H 1.218 -2.338 -3.405
H -4.796 -2.434 -3.409
C 0.724 1.510 0.092
O 0.116 0.266 0.423
C 1.076 -0.727 0.787
C 1.168 -0.886 2.302
O 1.693 0.291 2.917
C 0.675 1.106 3.484
H -0.050 2.280 0.090
H 1.495 1.795 0.810
H 1.162 1.448 -0.910
H 2.057 -0.496 0.355
H 0.735 -1.673 0.354
H 1.864 -1.700 2.529
H 0.195 -1.148 2.732
H 0.337 0.671 4.428
H -0.178 1.227 2.811
H 1.100 2.092 3.683
```

Output
Charge: +1
E_tot (eV): -35925.987
Kohn-Sham gap (eV): 4.80
Molecular weight (g/mol): 207.702
LUMO (eV): -6.820



(6)
Here is a molecular structure, C8H12F18K4O6P3 at a distorted geometry from the OMol25 dataset. Energies are from ωB97M-V with the def2-TZVPD basis set.

```
51
C8H12F18K4O6P3 ωB97M-V with the def2-TZVPD basis set
K -3.842 0.280 0.733
K 0.126 -3.306 0.039
K -3.201 -0.073 -4.383
K 1.979 1.086 -3.580
P -2.640 -3.197 -3.052
F -1.363 -3.746 -2.212
F -2.995 -2.173 -1.743
F -1.675 -2.001 -3.601
F -3.882 -2.484 -3.839
F -2.365 -4.171 -4.264
F -3.565 -4.314 -2.351
P 0.097 0.252 -6.437
F 1.152 1.504 -6.527
F -0.547 0.916 -5.090
F -1.007 0.993 -7.337
F -0.948 -0.975 -6.207
F 0.677 -0.457 -7.757
F 1.110 -0.581 -5.487
P -0.775 0.570 -1.103
F -2.279 0.826 -1.751
F -0.248 2.070 -1.429
F -1.479 1.055 0.285
F 0.636 0.354 -0.347
F -1.164 -0.945 -0.653
F -0.221 0.003 -2.494
C 1.705 -1.548 2.674
C 1.380 -2.590 3.708
C 0.210 -2.246 4.666
O -0.699 -3.390 4.581
C -0.182 -4.311 3.779
O -0.613 -5.395 3.565
O 0.927 -3.838 3.178
H 1.824 -0.614 3.224
H 0.935 -1.450 1.903
H 2.646 -1.755 2.165
H 2.283 -2.764 4.297
H -0.333 -1.349 4.376
H 0.441 -2.274 5.727
C 0.586 3.504 1.094
C 1.319 4.378 2.115
C 0.816 4.281 3.616
O 2.052 4.290 4.311
C 3.075 3.982 3.536
O 4.209 3.848 3.866
O 2.649 3.906 2.237
H 0.603 4.103 0.185
H -0.394 3.285 1.520
H 1.015 2.538 0.841
H 1.349 5.445 1.871
H 0.357 3.296 3.714
H 0.259 5.182 3.836
```

Output
Charge: +1
E_tot (eV): -162876.357
Kohn-Sham gap (eV): 9.20
Molecular weight (g/mol): 795.456
LUMO (eV): -3.848



(7)
Here is 2 unconnected molecules or ions with the total composition C8H12F2N2Si at a distorted geometry from the OMol25 dataset. Energies are from ωB97M-V with the def2-TZVPD basis set.

```
25
C8H12F2N2Si ωB97M-V with the def2-TZVPD basis set
C -0.480 -0.344 -1.676
C -2.940 2.290 -1.300
C 2.376 0.443 0.171
C 1.078 2.224 1.394
C -2.770 -2.863 -1.209
C -0.025 0.141 0.614
C 1.023 1.160 0.300
C -0.713 -0.561 -0.301
N -0.300 -0.217 -2.801
N -3.495 1.549 -0.601
F -1.445 -2.736 1.366
F -3.191 -1.050 0.968
Si -2.021 -1.831 0.169
H 2.597 -0.117 1.078
H 3.166 1.171 0.009
H 2.357 -0.246 -0.671
H 1.352 1.776 2.347
H 1.815 2.983 1.144
H 0.110 2.709 1.503
H -3.726 -3.280 -0.900
H -2.938 -2.272 -2.105
H -2.121 -3.691 -1.480
H -3.980 0.918 0.001
H -0.202 -0.056 1.665
H 0.789 1.628 -0.660
```

Output
E_tot (eV): -24785.995
Kohn-Sham gap (eV): 10.33
Molecular weight (g/mol): 202.280
LUMO (eV): 0.024



(8)
Here is C8H12N2 in the gas phase at a distorted geometry from the OMol25 dataset. Energies are from ωB97M-V with the def2-TZVPD basis set.

```
22
C8H12N2 ωB97M-V with the def2-TZVPD basis set
C -2.376 0.104 -0.350
C 0.026 -3.082 0.029
C 0.398 -1.821 0.403
C -0.090 1.861 0.419
C -1.738 0.217 0.911
C 0.070 -0.602 -0.312
C 0.864 0.615 -0.014
C 1.734 1.089 -1.230
N -2.777 0.029 -1.438
N -0.978 1.323 1.318
H 0.327 -3.954 0.455
H -0.716 -3.119 -0.675
H 1.112 -1.788 1.230
H 0.499 2.786 0.604
H -0.540 2.264 -0.516
H -2.060 -0.609 1.532
H -0.509 -0.572 -1.254
H 1.588 0.300 0.886
H 2.086 0.227 -1.701
H 2.550 1.652 -0.809
H 1.135 1.879 -1.739
H -0.603 1.202 2.252
```

Output
E_tot (eV): -11466.434
Kohn-Sham gap (alpha / beta) (eV): 7.21 / 7.20
Molecular weight (g/mol): 136.198
LUMO (alpha / beta) (eV): -0.126 / -0.123



(9)
Here is a molecular structure, C8H12N2NiP at a distorted geometry from the OMol25 dataset. Energies are from ωB97M-V with the def2-TZVPD basis set.

```
24
C8H12N2NiP ωB97M-V with the def2-TZVPD basis set
C 0.922 0.869 -1.441
C 0.098 0.606 -2.586
C -0.569 -0.599 -2.705
C 0.037 -1.661 -1.962
C 1.066 -1.255 -1.137
Ni -0.451 -0.198 -0.807
P 0.386 2.401 -0.573
H 1.976 0.644 -1.483
H -0.207 1.453 -3.182
H -1.427 -0.754 -3.337
H 1.658 -2.017 -0.609
H -0.382 -2.664 -1.996
H -0.935 2.020 -0.269
H 0.280 3.507 -1.451
H 0.891 2.759 0.715
N -0.273 -0.030 3.332
C -0.546 -1.375 3.098
C -0.568 -1.535 1.744
N -0.367 -0.283 1.133
C -0.159 0.585 2.147
H -0.174 0.419 4.233
H -0.688 -2.082 3.898
H -0.684 -2.433 1.149
H 0.116 1.620 2.089
```

Output
Charge: -1
E_tot (eV): -61792.792
Kohn-Sham gap (alpha / beta) (eV): 3.15 / 5.50
Molecular weight (g/mol): 225.865
Multiplicity: 3
LUMO (alpha / beta) (eV): 3.582 / 3.529



(10)
Here is 2 unconnected molecules or ions with the total composition C8H12N2O at a distorted geometry from the OMol25 dataset. Energies are from ωB97M-V with the def2-TZVPD basis set.

```
23
C8H12N2O ωB97M-V with the def2-TZVPD basis set
C 2.175 0.759 1.006
N 0.838 1.266 1.462
C -0.155 0.462 1.887
C -1.413 1.323 2.240
O -0.153 -0.732 1.839
H 1.874 -0.324 0.821
H 2.406 1.256 0.080
H 2.937 0.772 1.731
H 0.722 2.286 1.561
H -1.235 2.410 2.296
H -1.708 1.046 3.204
H -2.380 1.208 1.577
C 0.672 -0.582 -1.468
C -0.022 -0.020 -2.571
C -1.294 -0.487 -2.803
N -1.740 -1.677 -2.141
C -1.000 -2.226 -1.216
C 0.270 -1.789 -0.819
H 1.662 -0.218 -1.177
H 0.294 0.950 -3.065
H -1.996 -0.249 -3.497
H -1.681 -3.120 -0.957
H 0.928 -2.314 0.009
```

Output
E_tot (eV): -13516.590
Kohn-Sham gap (eV): 10.00
Molecular weight (g/mol): 152.197
SMILES: CNC(C)=O.c1ccncc1
LUMO (eV): 0.720



(11)
Here is C8H12N2O in the gas phase at a distorted geometry from the OMol25 dataset. Energies are from ωB97M-V with the def2-TZVPD basis set.

```
23
C8H12N2O ωB97M-V with the def2-TZVPD basis set
C -2.147 -0.980 1.029
C -3.186 -0.150 0.716
C -1.096 -0.653 0.145
C -0.826 1.212 -1.513
C 0.312 -1.065 0.055
C 1.383 0.171 0.176
C 2.613 -0.189 -0.576
C 1.307 1.167 1.247
N -2.804 0.725 -0.286
N -1.555 0.433 -0.603
O 0.602 -1.762 -1.187
H -2.080 -1.697 1.732
H -4.184 0.063 1.217
H -1.044 2.241 -1.443
H -0.435 0.949 -2.502
H 0.643 -1.703 0.769
H 2.805 0.353 -1.524
H 2.543 -1.257 -0.787
H 3.404 -0.004 0.126
H 1.906 0.974 2.188
H 0.359 1.286 1.625
H 1.694 2.155 0.761
H -0.216 -2.269 -1.364
```

Output
E_tot (eV): -13513.063
Kohn-Sham gap (alpha / beta) (eV): 7.14 / 9.00
Molecular weight (g/mol): 152.197
LUMO (alpha / beta) (eV): -0.247 / 0.674



(12)
Here is a molecular structure, C8H12N2O4Sr at a distorted geometry from the OMol25 dataset. Energies are from ωB97M-V with the def2-TZVPD basis set.

```
27
C8H12N2O4Sr ωB97M-V with the def2-TZVPD basis set
O -0.868 -4.159 -3.833
C -0.184 -3.296 -3.500
Sr 1.397 -0.871 -2.265
C 1.485 0.725 -4.355
C 3.743 -2.007 -1.908
O 1.540 1.524 -5.182
O 4.799 -2.408 -1.657
C 0.982 -1.475 1.622
N 0.047 -0.355 1.716
C -0.440 0.014 3.028
C -0.282 0.245 0.562
O 0.273 -0.231 -0.498
N -1.117 1.287 0.375
C -1.884 2.051 1.350
C -1.275 1.714 -1.023
H 1.152 -1.845 2.639
H 1.938 -1.154 1.181
H 0.566 -2.281 1.000
H -0.151 1.031 3.302
H -1.523 -0.099 3.112
H 0.020 -0.664 3.747
H -1.576 3.112 1.287
H -2.957 1.976 1.093
H -1.723 1.684 2.356
H -0.306 2.023 -1.465
H -1.689 0.898 -1.650
H -1.965 2.565 -1.038
```

Output
Charge: +2
E_tot (eV): -20481.899
Kohn-Sham gap (eV): 7.66
Molecular weight (g/mol): 287.814
LUMO (eV): -7.805



Q: Look up the molecular weight of the fifth one.
A: 207.702 g/mol



Q: Which formula does entry 10 have?
A: C8H12N2O